Record 1
C39H54BrIrN4OSSi2 | ωB97M-V/def2-TZVPD

Results
Electronic energy (eV): -148796.7690
Largest force on an atom (eV/A): 0.93
Kohn-Sham gap (alpha / beta) (eV): 6.322 / 6.062
Relative energy (zero: lowest compared OMol25 entry of this formula, charge and spin) (kJ/mol): 16.04
Total charge: +1
2S+1: 2
Expectation value of S²: 0.785
M (g/mol): 955.248

Each line ends with the Mulliken spin population.
Cartesian coordinates (Å):
Ir  -0.3270  -0.0207  0.8585  0.0044
C  2.8992  1.6799  1.5229  0.0028
Si  3.7024  0.0083  1.7267  0.0111
C  5.1417  0.1315  2.9101  0.0050
C  4.2875  -0.6031  0.0625  0.0030
C  2.4860  -1.3213  2.4646  0.0737
C  2.0173  -2.2272  1.3747  0.0196
C  2.5901  -3.4848  1.2071  -0.0044
C  2.2545  -4.2617  0.1146  -0.0002
C  1.3614  -3.7550  -0.8169  0.0007
C  0.8300  -2.5040  -0.5909  -0.0007
N  1.1261  -1.7570  0.4855  0.0043
Si  0.4453  -2.2755  4.2734  0.0913
C  1.7417  -3.3213  5.1251  0.0073
C  -0.7808  -1.5937  5.4967  0.0169
C  -0.4357  -3.3544  3.0202  0.0251
H  3.6234  2.3450  1.0450  0.0007
H  2.6112  2.1304  2.4739  0.0082
H  2.0131  1.6548  0.8812  -0.0019
H  5.8747  0.8479  2.5322  0.0013
H  5.6501  -0.8280  3.0280  -0.0016
H  4.8308  0.4781  3.8971  -0.0059
H  5.1082  0.0288  -0.2848  0.0002
H  3.4911  -0.5485  -0.6837  -0.0019
H  4.6533  -1.6313  0.0926  0.0001
H  3.3081  -3.8348  1.9370  0.0004
H  2.6945  -5.2420  -0.0140  -0.0002
H  1.0842  -4.3037  -1.7054  0.0002
H  0.1543  -2.0352  -1.2933  -0.0037
H  2.5073  -2.7433  5.6407  -0.0024
H  2.2339  -3.9986  4.4243  -0.0001
H  1.2482  -3.9399  5.8790  0.0006
H  -0.3118  -1.0034  6.2838  -0.0016
H  -1.2953  -2.4338  5.9708  0.0005
H  -1.5393  -0.9811  5.0094  -0.0009
H  0.2052  -4.1591  2.6582  0.0002
H  -0.7875  -2.7882  2.1636  -0.0095
H  -1.3070  -3.8062  3.5026  0.0013
C  -1.7379  4.1938  -5.7160  -0.0007
C  -2.8466  3.2118  -5.3172  -0.0015
C  -4.0699  4.0200  -4.8817  0.0008
C  -3.2282  2.3596  -6.5355  -0.0006
C  -2.3544  2.2915  -4.2015  0.0103
C  -3.1171  1.9807  -3.0962  0.0024
C  -2.6259  1.1334  -2.1069  -0.0061
Br  -3.8607  0.7831  -0.7082  0.0002
C  -1.3529  0.5708  -2.1456  0.0104
O  -0.7602  -0.1351  -1.1493  0.0022
C  -0.6085  0.7816  -3.3438  -0.0191
C  -1.1205  1.6463  -4.3009  0.0016
C  0.7010  0.0206  -3.6374  0.0037
C  1.7808  0.2422  -2.5643  0.0006
C  1.3573  0.4583  -4.9547  -0.0006
C  0.3274  -1.4602  -3.8235  -0.0001
H  -2.1165  4.8963  -6.4610  0.0001
H  -0.8779  3.6871  -6.1549  0.0000
H  -1.3911  4.7671  -4.8541  0.0000
H  -4.3506  4.7127  -5.6766  -0.0003
H  -3.8657  4.6051  -3.9824  0.0002
H  -4.9344  3.3828  -4.6891  0.0001
H  -3.5738  2.9964  -7.3529  0.0002
H  -4.0280  1.6604  -6.2851  0.0001
H  -2.3741  1.7825  -6.8944  0.0000
H  -4.1052  2.3954  -2.9627  -0.0003
H  -0.5392  1.8182  -5.1917  -0.0004
H  2.1590  1.2649  -2.6331  0.0007
H  2.6245  -0.4330  -2.7358  0.0004
H  1.4159  0.0901  -1.5570  -0.0031
H  1.6575  1.5076  -4.9367  0.0003
H  0.7090  0.2962  -5.8156  -0.0004
H  2.2591  -0.1378  -5.1087  0.0001
H  -0.2590  -1.8598  -2.9926  0.0009
H  1.2242  -2.0694  -3.9623  -0.0001
H  -0.2893  -1.5646  -4.7177  0.0000
S  -1.0317  3.8623  2.8700  0.0007
C  -1.5050  4.0821  1.2416  -0.0144
C  -1.3301  2.9717  0.4716  0.0117
C  -0.8068  1.8789  1.2217  0.0061
C  -0.5877  2.2383  2.5356  -0.0246
C  0.1532  1.3212  3.3676  0.0380
C  0.6093  1.6853  4.6508  0.3341
C  1.6391  0.9463  5.2356  -0.0133
C  2.0805  -0.1706  4.5998  0.2585
C  1.4030  -0.7496  3.4182  -0.0798
N  0.4773  0.1784  2.7587  0.2332
H  -1.8953  5.0377  0.9283  -0.0013
H  -1.5396  2.9530  -0.5829  -0.0001
H  0.2464  2.6007  5.0955  -0.0011
H  2.1149  1.2889  6.1450  0.0083
H  2.9397  -0.7077  4.9763  0.0058
H  3.1401  -1.9232  3.1038  -0.0066
C  -2.5907  -2.5630  0.0775  -0.0010
C  -2.8330  -1.6474  1.2175  -0.0020
N  -2.0410  -0.6963  1.7062  0.0040
C  -2.7087  -0.0992  2.7606  -0.0050
C  -3.8954  -0.7203  2.9314  0.0003
N  -3.9457  -1.6968  1.9649  -0.0006
H  -1.7815  -2.1817  -0.5335  0.0007
H  -3.4783  -2.6185  -0.5527  0.0000
H  -2.3455  -3.5662  0.4331  -0.0002
H  -2.3008  0.7348  3.3007  0.0027
H  -4.6923  -0.5579  3.6336  0.0002
H  -4.7129  -2.3259  1.7976  0.0001

Forces on atoms 1 to 6 (eV/Å):
0.67 -0.09 -0.25
-0.03 -0.03 -0.02
0.03 -0.07 0.01
0.00 0.03 0.03
-0.02 0.01 -0.02
-0.05 -0.01 -0.07



Record 2
C5H6N2 | ωB97M-V/def2-TZVPD

Results
Structure (SMILES): c1cn2c(n1)CC2
Electronic energy (eV): -8259.7227
Largest force on an atom (eV/A): 6.16
Kohn-Sham gap (eV): 9.707
Relative energy (zero: lowest compared OMol25 entry of this formula, charge and spin) (kJ/mol): 254.30
Total charge: 0
M (g/mol): 94.117

Each line ends with the Löwdin charge.
Cartesian coordinates (Å):
C  -1.4350  -0.9795  0.0463  0.0289
C  -1.2934  0.6340  -0.0816  -0.1582
C  1.4006  0.9149  0.0125  -0.0472
C  2.1814  -0.2066  -0.0098  -0.1502
C  0.1837  -0.8668  -0.1322  -0.2762
H  -1.8260  -1.1151  1.0136  0.0753
H  -1.8732  -1.5023  -0.7493  0.0696
H  -1.5443  1.1475  0.8875  0.1189
H  -2.0386  1.1559  -0.8331  0.1446
H  1.6037  1.9692  -0.1650  0.1034
H  3.1945  -0.3433  0.2299  0.0835
N  0.0643  0.4932  -0.1203  -0.0765
N  1.3823  -1.3011  -0.0986  0.0841

Forces on atoms 1 to 6 (eV/Å):
3.02 2.38 -0.90
-5.25 0.81 1.27
-1.03 2.32 -0.96
-1.62 0.61 0.27
-3.50 1.15 0.63
-0.17 -1.12 1.10



Record 3
C48H63GeN2P2PdSi3Te | ωB97M-V/def2-TZVPD

Results
Electronic energy (eV): -163279.5958
Largest force on an atom (eV/A): 0.90
Kohn-Sham gap (alpha / beta) (eV): 6.690 / 5.662
Relative energy (zero: lowest compared OMol25 entry of this formula, charge and spin) (kJ/mol): 0.00
Total charge: 0
2S+1: 2
Expectation value of S²: 0.762
M (g/mol): 1120.882

Each line ends with the Mulliken spin population.
Cartesian coordinates (Å):
Pd  0.6478  -0.1487  0.1687  0.2270
Te  0.2513  -5.2086  -1.2962  0.0198
C  -0.8276  -5.0148  -3.1157  0.0043
C  -0.1864  -4.9580  -4.3476  -0.0041
C  -0.9433  -4.7307  -5.4887  0.0003
N  -2.2639  -4.5631  -5.4767  0.0004
C  -2.8738  -4.6496  -4.2978  -0.0007
C  -2.2095  -4.8816  -3.0998  0.0087
C  0.2942  -3.1899  -0.7262  0.1859
P  1.7200  -2.2202  -0.4252  0.0413
C  2.9538  -3.2584  0.4703  0.0147
C  2.5538  -4.3996  1.1553  0.0068
C  3.4709  -5.1868  1.8399  -0.0017
C  4.8103  -4.8397  1.8581  0.0015
C  5.2253  -3.6982  1.1848  0.0001
C  4.3086  -2.9194  0.4983  0.0011
C  2.6839  -1.9030  -1.9534  -0.0011
C  2.5192  -2.6415  -3.1184  0.0093
C  3.3294  -2.4083  -4.2216  0.0004
C  4.3225  -1.4407  -4.1681  -0.0001
C  4.4785  -0.6779  -3.0181  0.0101
C  3.6505  -0.8967  -1.9284  0.0185
P  -1.0669  -2.1509  -0.4645  0.0467
C  -1.5789  -1.2288  -1.9555  0.1069
C  -1.2095  -1.6576  -3.2284  -0.0130
C  -1.6523  -0.9819  -4.3539  -0.0053
C  -2.4676  0.1365  -4.2192  0.0099
C  -2.8210  0.5870  -2.9556  -0.0048
C  -2.3721  -0.0886  -1.8287  0.0117
C  -2.5296  -3.0922  0.0170  0.1083
C  -2.3874  -4.1256  0.9465  0.0409
C  -3.4888  -4.8629  1.3465  -0.0286
C  -4.7484  -4.5654  0.8423  0.0430
C  -4.9014  -3.5285  -0.0669  -0.0214
C  -3.7994  -2.7945  -0.4805  0.0692
H  0.8860  -5.0830  -4.4306  0.0004
H  -0.4620  -4.6742  -6.4596  -0.0002
H  -3.9512  -4.5213  -4.3050  -0.0003
H  -2.7676  -4.9371  -2.1733  -0.0034
H  1.5105  -4.6771  1.1788  0.0044
H  3.1294  -6.0742  2.3584  0.0001
H  5.5271  -5.4511  2.3908  0.0001
H  6.2695  -3.4126  1.1921  0.0002
H  4.6641  -2.0426  -0.0219  0.0022
H  1.7610  -3.4152  -3.1523  -0.0032
H  3.1919  -2.9926  -5.1229  0.0000
H  4.9613  -1.2692  -5.0249  -0.0001
H  5.2297  0.1010  -2.9787  0.0002
H  3.7521  -0.2725  -1.0452  -0.0077
H  -0.5626  -2.5170  -3.3334  0.0060
H  -1.3639  -1.3317  -5.3372  0.0004
H  -2.8153  0.6630  -5.0989  0.0002
H  -3.4268  1.4767  -2.8409  0.0004
H  -2.6180  0.2931  -0.8445  0.0021
H  -1.4100  -4.3609  1.3432  0.0180
H  -3.3638  -5.6708  2.0559  -0.0002
H  -5.6091  -5.1402  1.1592  0.0030
H  -5.8811  -3.2918  -0.4616  -0.0005
H  -3.9240  -2.0047  -1.2077  0.0039
C  2.1759  1.7173  4.9491  0.0060
Si  1.6272  1.8380  3.1512  0.0450
C  3.1475  1.6915  2.0508  0.0448
C  0.9518  3.5815  2.9671  0.0016
Ge  0.2323  -0.0517  2.5522  -0.0641
Si  1.1754  -1.8331  3.8756  -0.0009
C  3.0511  -1.8901  3.7490  0.0004
C  0.7660  -1.5201  5.6934  0.0015
C  0.4145  -3.4993  3.4477  0.0017
Si  -2.0883  -0.0828  3.2053  -0.0014
C  -2.2458  1.2006  4.5743  -0.0010
C  -3.3750  0.2258  1.8730  0.0117
C  -2.5729  -1.7585  3.9060  -0.0006
H  2.8379  2.5627  5.1595  0.0012
H  2.7265  0.8027  5.1628  -0.0007
H  1.3332  1.7789  5.6408  -0.0005
H  3.8539  2.5003  2.2585  0.0015
H  2.8610  1.7504  0.9969  -0.0161
H  3.6599  0.7394  2.2094  0.0003
H  1.6362  4.2593  3.4862  0.0006
H  -0.0364  3.7067  3.4135  0.0000
H  0.8928  3.8871  1.9228  0.0002
H  3.4948  -1.0755  4.3244  0.0005
H  3.3974  -1.7996  2.7200  0.0024
H  3.4383  -2.8312  4.1481  0.0002
H  1.1724  -0.5791  6.0605  -0.0003
H  1.2080  -2.3249  6.2895  0.0005
H  -0.3073  -1.5199  5.8883  -0.0007
H  0.1898  -3.5613  2.3833  -0.0006
H  -0.5128  -3.6432  4.0034  0.0006
H  1.0976  -4.3131  3.7037  0.0000
H  -2.0614  2.2094  4.1968  0.0002
H  -1.5270  1.0081  5.3747  0.0005
H  -3.2484  1.1831  5.0109  0.0000
H  -3.3666  1.2300  1.4549  0.0014
H  -4.3592  0.0429  2.3162  0.0003
H  -3.2548  -0.4907  1.0572  -0.0010
H  -1.9970  -2.0513  4.7828  -0.0002
H  -2.4749  -2.5423  3.1532  0.0017
H  -3.6263  -1.7102  4.1981  0.0001
C  1.8628  1.5161  -4.3303  0.0005
N  1.4675  2.2312  -3.1290  -0.0017
C  2.5955  2.8158  -2.4301  -0.0067
C  0.6632  1.3998  -2.2621  -0.0104
C  -0.1127  2.1819  -1.2204  -0.0349
C  -0.6991  3.3800  -1.6199  -0.0014
C  -1.4906  4.1071  -0.7466  0.0052
C  -1.6835  3.6318  0.5409  0.0006
C  -1.0899  2.4409  0.9352  0.1108
C  -0.3001  1.6759  0.0813  -0.0088
H  2.4255  2.1849  -4.9836  0.0000
H  0.9693  1.1871  -4.8632  0.0001
H  2.4829  0.6322  -4.1210  0.0002
H  3.1252  3.5008  -3.0933  0.0000
H  3.3092  2.0558  -2.0735  0.0027
H  2.2381  3.3803  -1.5680  -0.0002
H  1.3106  0.6190  -1.7834  -0.0105
H  -0.0377  0.8470  -2.8906  -0.0025
H  -0.5180  3.7324  -2.6280  0.0002
H  -1.9462  5.0365  -1.0646  0.0001
H  -2.2883  4.1891  1.2471  0.0007
H  -1.2425  2.1305  1.9608  -0.0127

Forces on atoms 1 to 6 (eV/Å):
-0.39 -0.21 -0.06
0.00 0.01 -0.05
0.00 -0.04 0.03
0.02 -0.03 -0.01
-0.03 0.01 0.01
0.01 0.00 -0.02